Below is the molecule CHFN2O3 at a distorted geometry, with properties calculated with ωB97M-V with the def2-TZVPD basis set.

Properties
HOMO level ... -10.46 eV
E_tot ... -473.57534 a.u.
Energy relative to the best compared isomer or geometry (same formula, charge and spin) ... 319.5 kJ/mol
Maximum force ... 3.9 eV Å⁻¹

Each line ends with the Löwdin charge.
Atoms and positions in Å:
O: -2.171 -1.563 2.081  0.04
N: -1.302 -0.821 1.753  -0.08
O: -0.644 -1.374 0.693  -0.07
C: 0.582 -0.435 0.140  -0.20
F: 1.030 0.453 1.071  0.06
N: 1.582 -1.147 -0.762  0.03
O: 1.233 -2.193 -1.153  0.07
H: 0.074 0.105 -0.641  0.14

***

Below is a cluster of 2 separate species, C8H9NO4 in total at a distorted geometry, with properties calculated with ωB97M-V with the def2-TZVPD basis set.

Properties
HOMO level ... -8.89 eV
E_tot ... -665.77745 a.u.
Energy relative to the best compared isomer or geometry (same formula, charge and spin) ... 348.3 kJ/mol
Maximum force ... 6.3 eV Å⁻¹

Each line ends with the Löwdin charge.
Atoms and positions in Å:
O: 1.949 -1.194 0.533  -0.11
N: 2.867 -0.267 0.387  -0.27
O: 4.059 -0.641 -0.247  0.08
C: 2.632 0.948 0.644  -0.17
O: 1.584 1.227 1.399  0.10
H: 4.012 -1.517 -0.622  0.11
H: 3.360 1.714 0.415  0.17
H: 1.129 0.382 1.610  0.11
O: 1.301 0.687 -1.435  0.06
C: 0.563 -0.223 -1.264  -0.28
C: -0.723 -0.054 -0.621  -0.20
C: -0.978 -0.726 0.571  -0.04
C: -2.272 -0.683 1.189  -0.06
C: -3.236 0.145 0.631  -0.06
C: -3.092 0.695 -0.743  -0.03
C: -1.784 0.614 -1.281  -0.02
H: 0.855 -1.199 -1.676  0.14
H: -0.299 -1.553 0.702  0.11
H: -2.361 -1.203 2.063  0.07
H: -4.247 0.397 1.023  0.10
H: -3.735 1.446 -1.014  0.06
H: -1.583 1.004 -2.265  0.11

***

Below is the molecule C6H6O at a distorted geometry, with properties calculated with ωB97M-V with the def2-TZVPD basis set.

Properties
HOMO level ... -8.53 eV
E_tot ... -307.26760 a.u.
Energy relative to the best compared isomer or geometry (same formula, charge and spin) ... 514.2 kJ/mol
Maximum force ... 2.8 eV Å⁻¹

Each line ends with the Löwdin charge.
Atoms and positions in Å:
C: 1.622 1.062 0.277  -0.03
C: 0.604 0.038 0.103  -0.26
C: 0.277 -1.302 -0.546  -0.06
C: -0.109 -1.004 0.827  0.00
C: -0.761 -0.341 -0.436  -0.18
C: -2.118 0.138 -0.595  -0.22
O: -2.688 0.814 0.252  0.02
H: 1.363 1.572 1.319  0.13
H: 1.646 1.814 -0.504  0.07
H: 2.621 0.581 0.385  0.09
H: 0.811 -2.001 -1.220  0.15
H: -0.622 -1.308 1.748  0.15
H: -2.645 -0.062 -1.610  0.14

***

Below is the molecule C4H8FNO at a distorted geometry, with properties calculated with ωB97M-V with the def2-TZVPD basis set.

Properties
HOMO level ... -9.15 eV
E_tot ... -387.05138 a.u.
Energy relative to the best compared isomer or geometry (same formula, charge and spin) ... 28.9 kJ/mol
Maximum force ... 2.0 eV Å⁻¹

Each line ends with the Löwdin charge.
Atoms and positions in Å:
O: -0.262 -1.594 1.515  -0.03
C: -0.521 -0.369 0.888  -0.34
C: -1.003 -0.559 -0.575  -0.16
N: 0.115 -0.088 -1.392  -0.07
C: 0.653 1.040 -0.674  -0.17
C: 0.691 0.509 0.757  -0.28
F: 1.853 -0.228 0.880  -0.01
H: 0.661 -1.869 1.232  0.13
H: -1.266 0.122 1.486  0.14
H: -1.971 -0.021 -0.730  0.12
H: -1.155 -1.641 -0.782  0.12
H: -0.157 0.166 -2.343  0.12
H: 1.656 1.351 -1.075  0.13
H: -0.038 1.921 -0.759  0.13
H: 0.743 1.259 1.573  0.16

***

Below is a cluster of 2 separate species, C3H9BrN in total at a distorted geometry, with properties calculated with ωB97M-V with the def2-TZVPD basis set.

Properties
HOMO level ... -14.49 eV
E_tot ... -2748.20049 a.u.
Energy relative to the best compared isomer or geometry (same formula, charge and spin) ... 64.3 kJ/mol
Maximum force ... 5.6 eV Å⁻¹
Total charge ... +1

Each line ends with the Löwdin charge.
Atoms and positions in Å:
C: 0.601 -1.786 0.154  0.00
C: -0.132 0.131 1.464  0.01
C: 0.443 -0.360 0.157  -0.38
N: 0.607 0.497 -0.702  0.25
Br: -1.589 2.925 -2.038  0.42
H: 1.371 -2.086 0.811  0.10
H: 0.993 -2.204 -0.872  0.15
H: -0.364 -2.221 0.521  0.13
H: 0.477 -0.215 2.335  0.13
H: -1.041 -0.423 1.577  0.09
H: -0.262 1.250 1.514  0.12
H: 0.486 1.487 -0.366  0.14
H: -2.560 2.626 -2.894  -0.34
H: 0.969 0.380 -1.660  0.18

***

Below is a structure of composition C23H20ClF5FeOPTe at a distorted geometry, with properties calculated with ωB97M-V with the def2-TZVPD basis set.

Properties
HOMO level (spin up / spin down) ... -6.57 / -7.28 eV
E_tot ... -3796.24705 a.u.
Expectation value of S² ... 8.79
Maximum force ... 1.9 eV Å⁻¹
2S+1 ... 6

Each line ends with the Mulliken spin population.
Atoms and positions in Å:
C: -0.728 -1.675 3.923  0.07
C: -0.514 -1.591 2.511  0.03
C: 0.832 -2.011 2.242  0.05
H: -1.249 -1.337 1.752  0.00
C: 1.456 -2.338 3.490  0.05
C: 0.499 -2.102 4.541  -0.01
H: 0.661 -2.263 5.604  0.00
H: -1.678 -1.537 4.426  0.01
H: 1.270 -2.116 1.253  0.01
H: 2.452 -2.751 3.619  0.00
Fe: 0.997 -0.067 3.578  3.65
Cl: 2.981 0.300 2.793  0.12
P: 0.023 0.019 -1.326  0.39
C: 1.264 -1.062 -2.014  0.11
C: 1.016 -1.868 -3.143  0.03
H: 0.056 -1.807 -3.659  0.00
C: 2.012 -2.735 -3.592  -0.01
H: 1.825 -3.369 -4.460  0.00
C: 3.246 -2.795 -2.932  0.04
H: 4.025 -3.465 -3.297  0.00
C: 3.487 -2.005 -1.799  -0.01
H: 4.446 -2.057 -1.283  0.00
C: 2.499 -1.151 -1.322  0.02
H: 2.651 -0.552 -0.421  0.01
C: -1.647 -0.439 -1.750  0.07
C: -2.041 -1.789 -1.573  0.07
H: -1.305 -2.528 -1.249  0.00
C: -3.360 -2.154 -1.814  -0.03
H: -3.658 -3.198 -1.709  0.00
C: -4.301 -1.187 -2.191  0.09
H: -5.332 -1.481 -2.386  0.00
C: -3.926 0.159 -2.303  -0.03
H: -4.668 0.912 -2.569  0.00
C: -2.609 0.543 -2.073  0.06
H: -2.307 1.591 -2.144  0.01
C: 0.396 1.736 -1.640  0.08
C: 0.905 2.169 -2.881  0.03
H: 1.110 1.440 -3.670  0.00
C: 1.126 3.531 -3.084  0.00
H: 1.512 3.880 -4.043  0.00
C: 0.855 4.450 -2.062  0.02
H: 1.001 5.518 -2.238  0.00
C: 0.406 4.008 -0.808  0.00
H: 0.215 4.723 -0.007  0.00
C: 0.205 2.653 -0.576  0.04
H: -0.098 2.273 0.405  -0.01
F: -1.828 0.764 5.294  0.00
Te: -0.883 2.221 4.490  0.00
F: -1.219 3.182 6.097  0.00
F: 0.735 1.504 5.332  0.01
F: -2.486 2.908 3.773  0.00
F: 0.129 3.718 3.910  0.00
O: -0.452 1.227 2.982  0.04

***

Below is a cluster of 2 separate species, C4H10O2 in total, with properties calculated with ωB97M-V with the def2-TZVPD basis set.

Properties
HOMO level (spin up / spin down) ... -9.00 / -9.00 eV
E_tot ... -308.75613 a.u.
Energy relative to the best compared isomer or geometry (same formula, charge and spin) ... 372.9 kJ/mol
Maximum force ... 0.3 eV Å⁻¹

Each line ends with the Löwdin charge.
Atoms and positions in Å:
C: 2.063 1.108 0.046  -0.10
C: 1.189 0.006 0.635  -0.21
C: -0.265 0.216 0.209  -0.55
O: -0.449 0.136 -1.161  -0.17
C: -1.164 -0.920 0.437  0.18
O: -2.758 -0.591 -0.923  -0.06
H: 3.122 0.930 0.258  0.07
H: 1.921 1.149 -1.038  0.07
H: 1.795 2.087 0.462  0.08
H: 1.516 -0.971 0.255  0.11
H: 1.268 -0.016 1.730  0.11
H: -0.654 1.148 0.662  0.15
H: -1.957 -0.082 -1.309  0.03
H: -2.021 -0.920 1.101  0.10
H: -0.800 -1.886 0.101  0.11
H: -2.806 -1.393 -1.464  0.08

***

Below is a cluster of 2 separate species, C4H4I2Si in total at a distorted geometry, with properties calculated with ωB97M-V with the def2-TZVPD basis set.

Properties
HOMO level (spin up / spin down) ... -8.17 / -8.80 eV
E_tot ... -1039.57918 a.u.
Energy relative to the best compared isomer or geometry (same formula, charge and spin) ... 258.5 kJ/mol
Maximum force ... 3.8 eV Å⁻¹

Each line ends with the Löwdin charge.
Atoms and positions in Å:
C: 0.534 1.254 -0.074  -0.15
C: 1.346 -0.037 -0.263  -0.20
C: -0.826 1.148 -0.162  -0.29
C: 0.501 -1.025 -0.553  -0.91
Si: -1.251 -0.555 -0.364  0.70
I: 1.047 -3.079 -0.687  0.75
I: -1.170 -0.309 3.322  -0.17
H: 1.057 2.119 0.036  0.07
H: 2.505 0.018 -0.336  0.14
H: -1.510 2.018 -0.017  0.08
H: -2.234 -1.551 -0.902  -0.02

***

Below is a structure of composition H4O18S4Zn at a distorted geometry, with properties calculated with ωB97M-V with the def2-TZVPD basis set.

Properties
HOMO level ... 7.19 eV
E_tot ... -4727.81669 a.u.
Energy relative to the best compared isomer or geometry (same formula, charge and spin) ... 6.5 kJ/mol
Maximum force ... 5.1 eV Å⁻¹
Total charge ... -6

Each line ends with the Löwdin charge.
Atoms and positions in Å:
Zn: 0.195 0.418 -1.037  0.37
S: 4.927 1.373 2.018  0.06
O: 4.075 1.204 3.174  -0.38
O: 5.626 2.627 2.122  -0.48
O: 5.852 0.263 1.828  -0.44
O: 3.967 1.448 0.881  -0.40
S: -5.100 0.643 -2.612  0.02
O: -5.066 2.054 -2.299  -0.48
O: -5.981 -0.023 -1.654  -0.48
O: -5.661 0.450 -3.905  -0.50
O: -3.727 0.050 -2.512  -0.48
S: -2.459 -1.173 3.717  0.12
O: -2.684 -2.522 3.250  -0.33
O: -3.736 -0.503 3.968  -0.43
O: -1.726 -1.178 4.995  -0.42
O: -1.723 -0.425 2.696  -0.29
S: 2.242 -4.312 0.523  0.14
O: 1.357 -5.478 0.659  -0.41
O: 1.734 -3.370 -0.477  -0.35
O: 2.138 -3.670 1.835  -0.28
O: 3.676 -4.590 0.277  -0.46
O: 1.657 1.183 -4.559  -0.08
H: 1.684 0.445 -5.169  0.02
H: 2.119 1.887 -5.014  0.01
O: -0.932 4.079 -1.005  -0.09
H: -1.838 4.304 -1.216  0.03
H: -0.615 4.817 -0.485  0.01

***

Below is the molecule C5H7FO at a distorted geometry, with properties calculated with ωB97M-V with the def2-TZVPD basis set.

Properties
HOMO level ... -7.76 eV
E_tot ... -369.57878 a.u.
Energy relative to the best compared isomer or geometry (same formula, charge and spin) ... 578.2 kJ/mol
Maximum force ... 3.8 eV Å⁻¹

Each line ends with the Löwdin charge.
Atoms and positions in Å:
C: -0.995 0.385 0.281  -0.17
C: -0.837 -0.974 -0.391  -0.09
C: 1.188 1.109 0.791  -0.17
C: 1.203 -0.375 0.822  -0.03
C: -0.524 -1.151 -1.670  -0.13
O: -0.018 0.482 1.298  -0.16
F: -0.580 -0.117 -2.539  -0.01
H: -1.977 0.449 0.716  0.12
H: -0.991 1.073 -0.570  0.12
H: -0.490 -1.823 0.175  0.10
H: 1.814 1.685 1.515  0.12
H: 0.935 1.730 -0.106  0.12
H: 1.606 -0.486 1.890  0.07
H: -0.332 -1.984 -2.211  0.08

***

Below is a structure of composition C28H12BrCl3F5N2O3Re, with properties calculated with ωB97M-V with the def2-TZVPD basis set.

Properties
HOMO level (spin up / spin down) ... -10.97 / -11.05 eV
E_tot ... -5941.45321 a.u.
Energy relative to the best compared isomer or geometry (same formula, charge and spin) ... 51.4 kJ/mol
Expectation value of S² ... 0.76
Maximum force ... 0.6 eV Å⁻¹
Total charge ... +1
2S+1 ... 2

Each line ends with the Mulliken spin population.
Atoms and positions in Å:
Re: 0.301 0.116 -0.030  0.88
Br: -6.542 -0.756 2.342  0.00
C: -4.726 -0.911 1.871  0.02
C: -3.827 -1.518 2.763  -0.01
C: -2.498 -1.642 2.445  0.02
C: -1.998 -1.130 1.237  0.01
O: -0.703 -1.248 1.004  0.03
C: -2.911 -0.536 0.331  0.02
C: -2.512 -0.188 -0.990  -0.02
N: -1.282 -0.001 -1.368  0.01
C: -0.909 -0.049 -2.738  0.00
C: -1.624 0.369 -3.823  0.01
C: -1.114 0.129 -5.119  -0.01
C: 0.062 -0.543 -5.306  0.01
C: 0.816 -0.984 -4.192  -0.01
C: 2.020 -1.723 -4.272  0.02
C: 2.644 -2.124 -3.123  -0.01
C: 2.115 -1.747 -1.877  0.03
N: 1.011 -1.034 -1.769  0.00
C: 0.335 -0.693 -2.911  0.00
C: -4.282 -0.455 0.662  -0.02
H: -4.192 -1.893 3.710  0.00
H: -1.800 -2.113 3.124  0.00
H: -3.291 -0.125 -1.748  0.00
H: -2.570 0.880 -3.702  0.00
H: -1.680 0.473 -5.974  0.00
H: 0.429 -0.745 -6.304  0.00
H: 2.428 -1.977 -5.242  0.00
H: 3.551 -2.710 -3.148  0.00
H: 2.604 -2.025 -0.953  0.01
H: -4.975 -0.018 -0.045  0.00
Cl: 7.145 1.961 -0.580  0.00
C: 5.621 1.251 -0.199  0.00
C: 4.462 1.818 -0.703  0.01
C: 3.267 1.218 -0.366  -0.01
Cl: 1.753 1.865 -0.994  0.01
C: 3.155 0.094 0.441  0.01
O: 1.974 -0.465 0.767  -0.02
C: 4.353 -0.455 0.912  0.00
Cl: 4.285 -1.877 1.880  0.00
C: 5.572 0.119 0.603  0.00
H: 4.496 2.696 -1.332  0.00
H: 6.483 -0.319 0.985  0.00
F: -2.523 1.754 6.136  0.00
C: -1.999 1.671 4.921  0.00
C: -2.580 2.357 3.867  0.00
F: -3.668 3.089 4.068  0.00
C: -2.028 2.268 2.602  -0.01
F: -2.607 2.905 1.583  0.00
C: -0.900 1.492 2.365  0.02
O: -0.412 1.433 1.101  0.01
C: -0.326 0.813 3.433  0.00
F: 0.770 0.083 3.241  0.00
C: -0.867 0.902 4.703  0.00
F: -0.304 0.248 5.712  0.00

***

Below is a cluster of 3 separate species, C12H29N2O11PS3 in total, with properties calculated with ωB97M-V with the def2-TZVPD basis set.

Properties
HOMO level ... -8.81 eV
E_tot ... -2947.53412 a.u.
Maximum force ... 0.6 eV Å⁻¹

Each line ends with the Löwdin charge.
Atoms and positions in Å:
C: 3.436 -3.091 2.578  -0.05
C: 2.703 -2.187 1.608  -0.21
O: 1.406 -1.922 2.172  -0.05
C: 0.493 -1.148 1.516  -0.48
C: 0.731 -0.880 0.027  -0.12
O: 1.777 0.064 -0.154  -0.10
N: 2.735 -0.452 -1.146  0.03
O: 2.702 0.180 -2.110  0.12
O: 0.434 0.182 2.175  -0.12
S: -1.010 0.796 1.981  0.56
O: -1.519 1.190 3.251  -0.23
O: -1.019 1.726 0.908  -0.21
O: -1.735 -0.533 1.507  -0.21
C: -0.899 -1.694 1.833  -0.42
C: -1.300 -2.929 1.028  -0.12
C: -2.368 -2.714 -0.063  -0.15
C: -2.134 -3.570 -1.332  -0.27
N: -2.007 -2.832 -2.588  -0.01
P: -1.044 -1.905 3.770  0.94
O: -2.674 -1.873 3.810  -0.23
O: -0.931 -3.538 3.869  -0.26
H: 4.168 -3.690 2.035  0.08
H: 3.963 -2.525 3.343  0.08
H: 2.740 -3.788 3.046  0.08
H: 3.233 -1.244 1.479  0.12
H: 2.594 -2.675 0.638  0.12
H: -0.184 -0.472 -0.404  0.13
H: 0.962 -1.812 -0.498  0.13
H: -1.637 -3.700 1.720  0.11
H: -0.393 -3.321 0.558  0.11
H: -3.343 -2.952 0.362  0.12
H: -2.405 -1.667 -0.365  0.10
H: -1.224 -4.163 -1.212  0.10
H: -2.960 -4.269 -1.461  0.11
H: -1.340 -2.074 -2.495  0.05
H: -2.891 -2.410 -2.845  0.07
H: -2.972 -0.992 4.068  0.06
H: -0.009 -3.812 3.788  0.06
C: -5.476 4.817 0.792  -0.27
S: -5.111 3.966 -0.749  0.80
O: -6.340 3.221 -1.127  -0.56
C: -3.975 2.771 -0.042  -0.28
H: -6.215 5.584 0.571  0.05
H: -5.882 4.101 1.505  0.06
H: -4.567 5.279 1.177  0.05
H: -4.491 2.206 0.735  0.06
H: -3.102 3.279 0.366  0.04
H: -3.663 2.103 -0.842  0.05
C: 5.978 4.695 -3.831  -0.27
S: 6.093 2.901 -3.799  0.80
O: 6.477 2.473 -5.168  -0.55
C: 4.329 2.596 -3.638  -0.28
H: 6.984 5.081 -3.975  0.05
H: 5.340 4.996 -4.662  0.06
H: 5.577 5.052 -2.882  0.05
H: 3.809 3.052 -4.481  0.06
H: 3.971 3.006 -2.693  0.05
H: 4.186 1.519 -3.654  0.03